(1)
{"formula": "CH7NS2", "method": "the ωB97M-V functional and the def2-TZVPD basis", "gap_ev": 9.592, "relative_energy_kcal_mol": 13.1, "molar_mass_g_mol": 97.208, "smiles": "CN.SS", "species": ["C", "N", "H", "H", "H", "H", "H", "S", "S", "H", "H"], "positions_angstrom": [[-0.69, 0.87, 0.40], [-1.10, 0.20, 1.65], [0.31, 0.54, 0.13], [-1.39, 0.65, -0.42], [-0.67, 1.96, 0.50], [-0.31, -0.09, 2.20], [-1.66, 0.81, 2.22], [2.18, -1.82, -1.06], [1.22, -1.15, -2.78], [2.16, -0.62, -0.47], [-0.05, -1.35, -2.37]]}

***

(2)
{"formula": "C23H32FeN8O7P2SSe", "method": "the ωB97M-V functional and the def2-TZVPD basis", "total_charge": 1, "gap_ev": [7.758, 6.674], "relative_energy_kcal_mol": 114.6, "molar_mass_g_mol": 761.378, "spin_multiplicity": 6, "species": ["Fe", "C", "C", "N", "C", "S", "N", "N", "C", "C", "C", "C", "C", "C", "C", "N", "H", "H", "H", "H", "H", "H", "H", "H", "H", "H", "H", "H", "H", "C", "C", "O", "P", "O", "O", "O", "P", "O", "O", "O", "H", "H", "H", "H", "H", "H", "H", "C", "N", "C", "C", "N", "C", "C", "Se", "H", "H", "H", "H", "H", "H", "H", "H", "N", "C", "C", "C", "C", "N", "C", "C", "H", "H", "H", "H"], "positions_angstrom": [[0.10, 0.09, 0.54], [3.16, -4.71, -2.06], [3.44, -3.94, -0.78], [3.46, -2.49, -0.99], [2.38, -1.69, -0.95], [0.92, -2.24, -0.19], [2.52, -0.50, -1.48], [1.40, 0.30, -1.24], [1.01, 1.01, -2.23], [1.60, 0.97, -3.60], [-0.14, 1.91, -1.97], [-0.57, 2.84, -2.90], [-1.62, 3.68, -2.57], [-2.20, 3.55, -1.31], [-1.72, 2.59, -0.45], [-0.71, 1.78, -0.77], [3.18, -5.79, -1.87], [2.17, -4.46, -2.45], [3.90, -4.49, -2.83], [2.69, -4.15, -0.03], [4.41, -4.22, -0.36], [4.22, -2.12, -1.55], [2.32, 0.16, -3.68], [0.81, 0.83, -4.34], [2.11, 1.91, -3.83], [-0.09, 2.92, -3.87], [-1.98, 4.42, -3.27], [-3.02, 4.19, -1.00], [-2.14, 2.43, 0.53], [-3.52, -2.77, 1.54], [-3.44, -1.26, 1.32], [-4.52, -0.57, 1.95], [-3.45, -0.99, -0.55], [-1.38, -1.13, -2.01], [-3.94, 0.56, -0.55], [-1.78, -0.86, -0.66], [-1.97, -0.61, 2.17], [-2.39, -0.70, 3.70], [-1.62, 0.80, 1.73], [-0.75, -1.46, 1.90], [-4.46, -3.16, 1.14], [-3.45, -3.01, 2.60], [-2.70, -3.28, 1.02], [-5.36, -0.94, 1.65], [-0.68, -1.79, -1.82], [-4.32, 0.80, -1.40], [-3.32, -0.44, 3.84], [-1.13, 2.71, 4.14], [-1.00, 3.78, 3.15], [-1.72, 4.96, 3.17], [-1.29, 5.70, 2.13], [-0.33, 4.96, 1.48], [0.42, 5.40, 0.31], [-0.15, 3.78, 2.11], [1.15, 2.53, 1.66], [-1.61, 3.13, 5.02], [-0.14, 2.34, 4.38], [-1.72, 1.90, 3.72], [-2.45, 5.16, 3.93], [-1.58, 6.68, 1.80], [0.11, 6.41, 0.06], [0.22, 4.73, -0.53], [1.49, 5.38, 0.53], [6.50, -1.44, 4.45], [5.54, -1.18, 3.88], [4.34, -0.85, 3.16], [3.10, -1.31, 3.60], [1.98, -0.99, 2.87], [2.03, -0.24, 1.76], [3.22, 0.22, 1.35], [4.40, -0.06, 2.02], [3.02, -1.91, 4.49], [1.00, -1.35, 3.15], [3.22, 0.85, 0.47], [5.34, 0.32, 1.65]]}